Record 1
Computed, not measured: C30H78F12N2O21S4Sn as an isolated structure at a distorted geometry, with ωB97M-V/def2-TZVPD.

Output
* HOMO-LUMO gap: 2.130 eV
* electronic energy: -5884.0340 Eh

Last column: Mulliken charge in e.
Element x y z (Å)
Sn: -3.992 0.324 -4.984  1.3633
C: -4.390 6.363 -7.594  0.6689
F: -4.444 5.135 -8.188  -0.2513
F: -3.293 6.955 -8.118  -0.2142
F: -5.485 7.036 -7.900  -0.1885
S: -4.129 6.195 -5.599  0.8513
O: -3.058 5.187 -5.437  -0.6206
O: -3.794 7.557 -5.160  -0.5054
N: -5.652 5.392 -5.350  -0.3307
S: -6.471 6.473 -4.603  1.0455
O: -5.940 6.885 -3.308  -0.5723
O: -6.935 7.524 -5.518  -0.5535
C: -8.098 5.350 -4.271  0.6466
F: -9.107 5.685 -5.157  -0.2416
F: -7.856 4.056 -4.334  -0.2336
F: -8.541 5.595 -3.086  -0.2089
C: 0.638 -2.047 -0.605  0.6477
F: 0.879 -2.011 -1.934  -0.2119
F: 0.775 -3.310 -0.139  -0.1911
F: 1.599 -1.258 0.009  -0.1997
S: -1.138 -1.308 -0.106  0.8676
O: -2.136 -2.006 -0.935  -0.6293
O: -1.317 -1.606 1.266  -0.4914
N: -1.007 0.394 -0.639  -0.3445
S: -0.841 1.141 0.626  1.0322
O: -2.073 1.438 1.327  -0.5807
O: 0.244 0.684 1.476  -0.5218
C: -0.317 2.907 -0.097  0.5901
F: -1.346 3.460 -0.697  -0.2180
F: 0.019 3.649 0.959  -0.1980
F: 0.650 2.802 -1.011  -0.2104
C: 7.247 -6.492 0.150  -0.8765
C: 7.783 -5.251 0.793  -0.2884
O: 8.844 -5.649 1.620  -0.5139
H: 7.969 -6.944 -0.531  0.2470
H: 6.371 -6.152 -0.403  0.2771
H: 6.953 -7.133 0.981  0.3136
H: 6.947 -4.828 1.349  0.2179
H: 8.161 -4.472 0.131  0.3158
H: 8.432 -6.150 2.328  0.3077
C: 0.451 5.153 8.734  -0.9825
C: -0.001 4.537 7.380  -0.1740
O: -1.267 4.975 7.054  -0.5387
H: -0.133 4.598 9.469  0.2857
H: 0.250 6.220 8.833  0.2736
H: 1.493 4.922 8.954  0.3196
H: -0.073 3.449 7.406  0.2421
H: 0.811 4.802 6.702  0.2704
H: -1.967 4.810 7.690  0.3027
C: 3.672 -0.450 -7.747  -1.0200
C: 2.330 0.075 -7.354  -0.1362
O: 1.344 -0.671 -7.881  -0.5039
H: 3.751 -1.355 -7.144  0.2632
H: 4.436 0.318 -7.629  0.3024
H: 3.592 -0.665 -8.813  0.3284
H: 2.192 1.114 -7.654  0.2622
H: 2.235 0.084 -6.269  0.2159
H: 1.653 -0.969 -8.740  0.2883
C: -2.549 10.472 7.409  -0.9220
C: -2.561 10.581 5.864  -0.3239
O: -1.606 9.806 5.266  -0.5014
H: -2.900 9.499 7.751  0.3178
H: -3.158 11.313 7.742  0.3121
H: -1.557 10.748 7.766  0.2578
H: -2.301 11.625 5.693  0.2686
H: -3.567 10.456 5.464  0.2829
H: -1.716 8.863 5.404  0.3091
C: 2.042 -5.861 6.156  -1.0317
C: 2.448 -4.420 5.931  -0.1239
O: 3.857 -4.454 5.658  -0.5266
H: 2.549 -6.269 7.030  0.2815
H: 2.201 -6.394 5.219  0.2747
H: 0.995 -5.933 6.451  0.3365
H: 2.298 -3.939 6.897  0.1863
H: 1.925 -3.895 5.131  0.3081
H: 4.110 -3.795 5.007  0.2956
C: 3.541 8.038 -5.305  -1.0059
C: 4.999 7.864 -5.894  -0.1391
O: 5.112 6.516 -6.465  -0.5283
H: 2.803 8.213 -6.088  0.2672
H: 3.562 8.865 -4.596  0.3217
H: 3.120 7.164 -4.808  0.2992
H: 5.604 8.049 -5.006  0.2370
H: 5.232 8.552 -6.707  0.2648
H: 6.000 6.289 -6.751  0.2834
C: 6.026 2.279 -1.950  -1.1081
C: 5.779 3.218 -0.765  -0.0779
O: 7.022 3.423 0.018  -0.5382
H: 6.890 2.659 -2.496  0.3067
H: 5.177 2.207 -2.630  0.3136
H: 6.312 1.243 -1.770  0.3141
H: 5.050 2.807 -0.067  0.2319
H: 5.539 4.171 -1.237  0.2591
H: 6.895 4.303 0.380  0.3010
C: 3.093 -9.859 -6.469  -0.9899
C: 3.374 -8.606 -5.588  -0.1709
O: 3.910 -7.468 -6.299  -0.5454
H: 3.874 -10.235 -7.130  0.3089
H: 2.178 -9.794 -7.058  0.2674
H: 2.897 -10.653 -5.749  0.3177
H: 4.161 -8.828 -4.867  0.2439
H: 2.574 -8.166 -4.993  0.2660
H: 3.970 -6.725 -5.694  0.3028
C: -9.817 -0.552 -0.218  -1.0554
C: -8.537 -0.548 0.654  -0.1684
O: -7.402 -0.058 -0.058  -0.5186
H: -9.646 -0.775 -1.271  0.2980
H: -10.389 0.372 -0.296  0.2966
H: -10.549 -1.261 0.168  0.3121
H: -8.251 -1.578 0.869  0.1994
H: -8.592 -0.012 1.601  0.3233
H: -6.937 0.545 0.528  0.3136
C: -2.054 -7.458 -5.048  -0.9880
C: -1.823 -6.708 -6.317  -0.2182
O: -2.661 -5.579 -6.112  -0.4960
H: -1.803 -6.888 -4.154  0.2868
H: -1.429 -8.350 -5.011  0.3211
H: -3.072 -7.841 -5.123  0.2791
H: -2.195 -7.230 -7.199  0.2898
H: -0.798 -6.416 -6.542  0.2260
H: -3.156 -5.509 -6.932  0.2987
C: 6.373 2.314 6.118  -0.8690
C: 5.301 1.473 5.340  -0.2511
O: 5.908 0.802 4.204  -0.5016
H: 5.983 2.843 6.989  0.2968
H: 6.702 2.955 5.300  0.2289
H: 7.274 1.826 6.488  0.2649
H: 4.539 2.126 4.916  0.2331
H: 4.720 0.861 6.030  0.3131
H: 6.196 1.519 3.633  0.2847
C: -5.068 -0.972 6.871  -0.9526
C: -5.669 -1.444 8.169  -0.2120
O: -4.950 -2.503 8.674  -0.5031
H: -3.979 -0.938 6.834  0.2971
H: -5.390 0.011 6.527  0.3272
H: -5.450 -1.441 5.964  0.2483
H: -6.687 -1.729 7.902  0.2463
H: -5.801 -0.639 8.892  0.2412
H: -4.056 -2.217 8.875  0.3080
C: -4.074 -9.152 1.428  -0.9201
C: -2.645 -9.370 1.953  -0.2251
O: -2.417 -10.805 2.119  -0.5184
H: -4.812 -9.726 1.989  0.2743
H: -4.245 -9.424 0.387  0.2634
H: -4.404 -8.115 1.491  0.3101
H: -2.375 -8.866 2.881  0.2998
H: -1.838 -9.034 1.302  0.2210
H: -2.149 -10.951 3.030  0.2952


Record 2
Computed, not measured: a 8-piece molecular cluster, C30H78N2O18S6 overall at a distorted geometry, with ωB97M-V/def2-TZVPD.

Output
* energy relative to the best compared isomer or geometry (same formula, charge and spin): 0.0 kJ/mol
* HOMO-LUMO gap: 7.722 eV
* electronic energy: -5042.4515 Eh
* SMILES: CCOS(C)(=O)=O.CCOS(C)(=O)=O.CCOS(C)(=O)=O.CCOS(C)(=O)=O.CCOS(C)(=O)=O.CCOS(C)(=O)=O.CCN(CC)CC.CCN(CC)CC

Last column: Mulliken charge in e.
Element x y z (Å)
C: 5.171 2.691 1.412  -1.0977
C: 6.697 2.761 1.362  -0.2208
O: 7.040 3.668 2.383  -0.3378
S: 8.354 3.249 3.350  1.0758
C: 7.291 2.414 4.589  -0.8615
O: 9.153 2.234 2.620  -0.5835
O: 8.946 4.465 3.925  -0.5646
H: 4.737 2.403 0.455  0.3660
H: 4.666 3.642 1.576  0.2979
H: 4.839 1.958 2.147  0.2679
H: 7.198 1.794 1.412  0.3575
H: 7.024 3.158 0.401  0.3143
H: 6.901 1.495 4.152  0.2900
H: 6.428 3.048 4.791  0.3260
H: 7.773 2.158 5.533  0.3713
C: -1.178 0.147 -1.213  -1.2958
C: -0.503 -1.133 -0.697  -0.0891
O: 0.911 -1.088 -0.770  -0.2542
S: 1.676 -2.530 -0.437  1.1008
C: 1.580 -3.291 -2.080  -0.8513
O: 3.152 -2.237 -0.329  -0.5936
O: 0.885 -3.375 0.465  -0.5798
H: -1.012 1.023 -0.586  0.3142
H: -2.246 -0.051 -1.121  0.3839
H: -0.964 0.409 -2.249  0.3341
H: -0.861 -1.134 0.333  0.2672
H: -0.973 -1.941 -1.258  0.2951
H: 0.533 -3.316 -2.384  0.2891
H: 2.136 -4.223 -2.182  0.3687
H: 1.990 -2.436 -2.619  0.3106
C: 2.072 3.483 -6.859  -1.0705
C: 0.699 3.606 -7.410  -0.2693
O: -0.012 2.524 -6.985  -0.2831
S: 0.134 1.054 -7.735  1.0753
C: -1.524 1.080 -8.473  -0.9376
O: 1.121 1.071 -8.822  -0.5568
O: -0.037 -0.055 -6.734  -0.5832
H: 2.686 4.381 -6.923  0.3836
H: 2.631 2.786 -7.485  0.2985
H: 1.873 3.184 -5.830  0.2768
H: 0.138 4.484 -7.089  0.3662
H: 0.762 3.599 -8.498  0.2975
H: -1.604 1.909 -9.176  0.3251
H: -2.219 1.108 -7.633  0.3026
H: -1.604 0.195 -9.105  0.3736
C: 8.196 -8.894 6.077  -1.1354
C: 8.010 -7.404 6.528  -0.3178
O: 6.653 -7.136 6.255  -0.2194
S: 5.968 -5.696 6.682  1.0665
C: 4.361 -5.986 5.745  -0.8652
O: 5.764 -5.738 8.098  -0.5863
O: 6.693 -4.631 6.034  -0.5931
H: 7.805 -9.106 5.082  0.2934
H: 7.813 -9.608 6.805  0.3251
H: 9.259 -9.133 6.058  0.3778
H: 8.353 -7.067 7.506  0.3878
H: 8.550 -6.716 5.877  0.2904
H: 3.921 -6.972 5.895  0.3218
H: 4.673 -5.971 4.701  0.2952
H: 3.628 -5.180 5.789  0.3618
C: -1.463 6.615 -1.417  -1.0020
C: -1.757 6.996 0.044  -0.4044
O: -2.934 6.287 0.444  -0.2601
S: -4.099 7.208 1.033  1.0921
C: -4.761 7.986 -0.479  -0.8732
O: -5.197 6.258 1.405  -0.6154
O: -3.640 8.202 1.998  -0.5854
H: -2.191 6.812 -2.204  0.2873
H: -1.169 5.565 -1.390  0.2828
H: -0.474 6.987 -1.684  0.3582
H: -0.894 6.708 0.644  0.3570
H: -1.706 8.048 0.325  0.3763
H: -4.056 8.682 -0.932  0.3088
H: -5.742 8.435 -0.324  0.3868
H: -4.964 7.113 -1.100  0.2904
C: 12.460 -8.263 0.143  -1.0970
C: 11.151 -7.615 -0.474  -0.3188
O: 10.177 -8.157 0.363  -0.2570
S: 8.580 -8.123 -0.077  1.1199
C: 7.965 -6.761 1.106  -0.8606
O: 8.375 -7.662 -1.442  -0.5990
O: 8.019 -9.351 0.442  -0.5848
H: 12.540 -8.086 1.216  0.2804
H: 13.321 -7.989 -0.467  0.3731
H: 12.489 -9.345 0.018  0.3072
H: 11.171 -6.529 -0.560  0.3296
H: 10.999 -7.671 -1.552  0.3739
H: 8.452 -5.822 0.842  0.3297
H: 8.072 -7.066 2.147  0.2446
H: 6.904 -6.637 0.888  0.3565
C: -8.913 -3.985 5.270  -0.8480
C: -7.427 -3.885 5.404  -0.9431
N: -7.039 -2.703 6.164  0.0419
C: -7.250 -2.796 7.606  -0.4958
C: -6.314 -1.923 8.428  -1.3085
C: -7.335 -1.437 5.531  -0.2819
C: -6.937 -1.288 4.064  -1.3525
H: -9.148 -5.034 5.089  0.3508
H: -9.103 -3.470 4.329  0.2123
H: -9.409 -3.564 6.144  0.2793
H: -6.894 -4.687 5.913  0.4771
H: -6.931 -3.813 4.436  0.4354
H: -8.314 -2.665 7.801  0.2989
H: -7.113 -3.837 7.900  0.4079
H: -5.280 -2.058 8.111  0.3275
H: -6.598 -0.883 8.269  0.3097
H: -6.224 -2.235 9.469  0.4059
H: -6.710 -0.770 6.125  0.2953
H: -8.302 -0.984 5.747  0.3304
H: -7.564 -1.823 3.351  0.3384
H: -5.899 -1.473 3.788  0.3075
H: -7.212 -0.272 3.780  0.4114
C: -8.912 7.089 -5.473  -1.2952
C: -8.459 5.567 -5.632  -0.5009
N: -7.057 5.430 -5.948  0.1193
C: -6.540 6.063 -7.138  -0.1892
C: -5.071 6.284 -6.992  -1.3780
C: -6.731 4.045 -6.101  -0.3976
C: -6.918 3.099 -4.954  -1.5325
H: -8.902 7.692 -6.381  0.3404
H: -8.231 7.573 -4.773  0.3344
H: -9.890 7.057 -4.994  0.3861
H: -8.681 5.130 -4.658  0.3368
H: -8.958 5.096 -6.479  0.4010
H: -6.702 5.576 -8.100  0.2791
H: -6.883 7.093 -7.237  0.2808
H: -4.802 6.482 -5.954  0.3538
H: -4.508 5.361 -7.128  0.2608
H: -4.745 7.040 -7.707  0.4249
H: -5.697 3.871 -6.398  0.2756
H: -7.307 3.626 -6.927  0.3907
H: -7.951 2.783 -4.803  0.3428
H: -6.497 3.479 -4.024  0.3222
H: -6.377 2.193 -5.228  0.4467


- Which formula does entry 1 have?
  C30H78F12N2O21S4Sn


- The highest electronic energy belongs to which entry?
  C30H78N2O18S6